# 1
Below is a molecular structure, C15H31F5OP2PbTe at a distorted geometry, with properties calculated with ωB97M-V with the def2-TZVPD basis set.

```
56
Properties=species:S:1:pos:R:3
P 1.421 -1.575 -4.094
P 0.355 1.957 -3.864
C 1.071 -0.411 -5.383
C 1.345 1.015 -5.356
H -1.365 -0.158 -4.835
H 0.510 -0.792 -6.256
H 2.405 1.292 -5.192
H 0.976 1.502 -6.272
C -0.144 3.232 -5.133
H -0.794 3.981 -4.668
H -0.656 2.812 -6.002
H 0.767 3.738 -5.481
C 1.304 3.312 -3.039
H 0.762 4.264 -3.120
H 2.271 3.435 -3.545
H 1.470 3.111 -1.982
C 0.251 -2.834 -4.883
H 0.099 -3.709 -4.237
H 0.709 -3.145 -5.834
H -0.731 -2.389 -5.098
C 3.014 -2.474 -4.516
H 3.829 -1.762 -4.717
H 2.850 -3.096 -5.406
H 3.280 -3.107 -3.655
Pb 2.910 0.098 -2.711
C -1.774 1.574 -3.682
C -2.028 0.720 -4.886
C -3.492 0.261 -5.052
C -3.864 -0.928 -4.166
C -2.735 -1.852 -3.782
C -1.791 -1.653 -2.849
C -1.447 -0.457 -2.031
C -2.056 0.943 -2.328
C 3.167 -1.676 -1.268
H -2.210 2.584 -3.703
H -1.747 1.247 -5.805
H -3.627 -0.028 -6.107
H -4.186 1.083 -4.838
H -4.379 -0.586 -3.253
H -4.580 -1.545 -4.729
H -2.756 -2.820 -4.307
H -1.189 -2.523 -2.541
H -0.350 -0.333 -2.007
H -1.697 -0.656 -0.969
H -3.143 0.928 -2.121
H -1.603 1.599 -1.560
H 3.539 -1.145 -0.388
H 3.922 -2.391 -1.622
H 2.234 -2.169 -0.987
F 2.037 3.045 0.078
Te 1.357 1.315 0.577
F -0.445 1.923 0.408
F 1.323 1.940 2.364
F 3.175 0.739 0.866
F 0.758 -0.401 1.148
O 1.327 0.778 -1.188
```

The value obtained for the energy relative to the best compared isomer or geometry (same formula, charge and spin) is 227.0 kJ/mol. As for the total charge: +2. For the total energy, the calculation gives -62789.4031 eV. For the HOMO-LUMO gap (alpha / beta), the calculation gives 4.56 / 4.56 eV.

---

# 2
Below is a molecular structure, C41H30Br4ClN2O6PRhS at a distorted geometry, with properties calculated with ωB97M-V with the def2-TZVPD basis set.

```
87
Properties=species:S:1:pos:R:3
Rh -6.551 11.826 16.609
Br -12.338 8.603 14.024
C -10.862 9.686 14.185
C -10.352 10.257 13.036
Br -11.186 9.838 11.389
C -9.372 11.158 13.043
Br -8.481 11.969 11.543
C -8.691 11.470 14.309
O -7.636 12.127 14.387
C -9.165 10.756 15.479
O -8.518 10.873 16.644
C -10.267 9.969 15.384
Br -10.928 9.238 17.000
Cl -3.356 10.826 14.559
C -3.363 9.077 14.940
C -2.380 8.300 14.278
C -2.235 6.953 14.572
C -2.975 6.397 15.594
C -4.014 7.152 16.137
C -4.251 8.481 15.783
P -5.846 9.332 16.224
C -6.106 8.542 17.920
C -7.419 8.274 18.318
C -7.612 7.892 19.659
C -6.539 7.638 20.526
C -5.253 7.831 20.037
C -5.044 8.415 18.827
C -6.889 8.274 15.189
C -7.040 8.718 13.855
C -7.779 8.068 12.916
C -8.454 6.949 13.312
C -8.219 6.369 14.563
C -7.453 7.018 15.499
H -1.729 8.767 13.565
H -1.460 6.401 13.980
H -2.911 5.281 15.646
H -4.771 6.706 16.821
H -8.343 8.320 17.761
H -8.598 7.883 20.142
H -6.747 7.321 21.527
H -4.410 7.504 20.645
H -4.139 8.923 18.576
H -6.592 9.651 13.562
H -7.805 8.544 11.937
H -9.102 6.383 12.680
H -8.772 5.463 14.841
H -7.372 6.555 16.528
C -10.025 13.350 19.358
C -8.757 14.036 19.736
C -8.352 14.086 21.072
C -7.111 14.583 21.310
C -6.215 14.992 20.320
C -6.607 14.946 19.016
C -7.910 14.448 18.733
S -4.584 15.471 20.690
O -4.281 16.695 19.993
O -4.444 15.414 22.099
N -3.699 14.291 20.055
C -3.558 12.971 20.547
C -4.833 12.129 20.538
C -5.260 11.740 19.119
O -4.311 11.459 18.312
O -6.446 11.542 18.839
H -10.244 12.728 20.188
H -9.781 12.632 18.548
H -10.863 13.986 18.975
H -9.004 13.812 21.945
H -6.722 14.637 22.330
H -5.978 15.083 18.167
H -8.081 14.316 17.703
H -3.739 14.225 19.016
H -3.160 12.985 21.576
H -2.811 12.443 19.969
H -5.643 12.614 21.076
H -4.710 11.199 21.085
N -3.641 18.613 15.165
C -3.803 17.486 15.398
C -4.213 16.076 15.530
C -3.643 15.163 16.419
C -4.245 13.932 16.689
C -5.392 13.543 15.907
C -5.817 14.352 14.878
C -5.285 15.635 14.769
H -2.690 15.383 16.840
H -3.818 13.366 17.390
H -6.464 13.935 14.098
H -5.759 16.371 14.042
```

The value obtained for the energy relative to the best compared isomer or geometry (same formula, charge and spin) is 215.3 kJ/mol. The expectation value of S² is 6.029. As for the total charge: -1. As for the spin multiplicity: 5. For the total energy, the calculation gives -374092.2980 eV. For the HOMO-LUMO gap (alpha / beta), the calculation gives 6.84 / 6.22 eV.